(one)
Computed, not measured: 2 unconnected molecules or ions with the total composition C4H11NO3, with ωB97M-V/def2-TZVPD.

Structure (ORCA input):
```
! RIJCOSX wB97M-V def2-TZVPD def2/J DEFGRID3
* xyz 0 1
O -1.35 1.86 0.43
O 0.59 0.61 0.60
O 1.88 -2.52 -0.99
N -0.67 1.09 2.50
C -0.04 -0.60 0.33
C -0.24 1.56 1.20
C -0.42 -0.94 -0.91
C -0.15 -0.12 -2.12
H 0.27 0.85 -1.86
H 0.12 0.88 3.08
H -1.24 1.79 2.95
H 1.71 -1.70 -0.46
H -0.32 -1.19 1.20
H -1.07 0.05 -2.67
H 2.84 -2.63 -1.08
H -1.92 1.08 0.40
H -0.91 -1.89 -1.06
H 0.55 -0.64 -2.78
H 0.37 2.48 1.23
*
```

Results
structure (SMILES): C/C=C\O[C@H](N)O.O
gap between HOMO and LUMO: 10.256 eV
HOMO level: -0.3471 Ha

The computed Mulliken charges, all in e, follow:
1. O -0.5733
2. O -0.3192
3. O -0.6193
4. N -0.6021
5. C -0.7464
6. C 0.1752
7. C 0.1380
8. C -1.0099
9. H 0.2634
10. H 0.2205
11. H 0.2233
12. H 0.4056
13. H 0.3999
14. H 0.3148
15. H 0.3085
16. H 0.4081
17. H 0.3596
18. H 0.3289
19. H 0.3244

---

(two)
Computed, not measured: 2 unconnected molecules or ions with the total composition C4H11NO3, with ωB97M-V/def2-TZVPD.

Structure (ORCA input):
```
! RIJCOSX wB97M-V def2-TZVPD def2/J DEFGRID3
* xyz 0 1
O -2.46 1.36 0.32
O -0.27 2.84 1.78
O 1.93 -1.24 0.18
N 0.04 0.05 1.15
C -1.93 0.44 -0.19
C 1.50 -1.27 -1.13
C -0.32 0.28 -0.29
C -0.11 -0.93 -1.20
H -1.05 2.64 1.12
H 0.89 0.62 1.49
H -2.51 -0.36 -0.74
H 1.78 -2.23 -1.72
H 2.27 -0.62 -1.72
H 1.88 -2.08 0.66
H -0.73 2.75 2.67
H 0.22 -0.94 1.19
H -0.63 -0.64 -2.15
H -0.60 -1.80 -0.81
H 0.12 1.13 -0.63
*
```

Results
structure (SMILES): N[C@H](C=O)CCO.O
gap between HOMO and LUMO: 9.021 eV
HOMO level: -0.3090 Ha

The computed Mulliken charges, all in e, follow:
1. O -0.4469
2. O -0.6767
3. O -0.5315
4. N -0.5399
5. C -0.0692
6. C -0.5023
7. C -0.0056
8. C -0.9928
9. H 0.3417
10. H 0.2792
11. H 0.3141
12. H 0.3074
13. H 0.2441
14. H 0.3155
15. H 0.3210
16. H 0.2523
17. H 0.4067
18. H 0.4253
19. H 0.5577

---

The structure with the most favorable energy is (one); the runner-up is 178.2 kJ/mol above it.